Entry 1:
Formula: C29H46P2SSn
Source: OMol25
Level of theory: the ωB97M-V functional and the def2-TZVPD basis

## Properties
Net charge: +2
Highest occupied orbital energy (spin up / spin down), eV: -10.9263 / -11.6768

XYZ file:
```
79
C29H46P2SSn (the ωB97M-V functional and the def2-TZVPD basis)
Sn 0.06 0.33 -1.80
C -0.61 -2.80 2.92
C 0.69 -3.16 2.46
C 0.95 -1.59 4.12
C -0.44 -1.84 3.97
C 1.65 -2.40 3.18
C -1.90 -3.32 2.44
H -1.84 -3.56 1.37
H -2.70 -2.59 2.59
H -2.18 -4.25 2.96
C -1.52 -1.14 4.68
H -2.46 -1.68 4.59
H -1.68 -0.12 4.28
H -1.27 -1.03 5.75
C 1.56 -0.60 5.02
H 0.99 -0.52 5.95
H 1.59 0.40 4.55
H 2.59 -0.88 5.27
C 3.11 -2.46 3.01
H 3.59 -3.10 3.77
H 3.56 -1.46 3.11
H 3.38 -2.86 2.03
C 0.98 -4.17 1.42
H 1.24 -5.14 1.87
H 1.84 -3.86 0.80
H 0.12 -4.33 0.76
C -1.01 1.24 -3.47
C -1.81 -0.06 -3.69
C -1.05 -1.13 -4.53
C 0.52 -1.09 -4.49
C 1.28 -0.47 -3.33
C 2.07 0.83 -3.69
C 1.31 1.79 -4.65
C -0.23 1.80 -4.66
H -1.32 -1.03 -5.61
H 0.87 -0.60 -5.42
H -1.40 -2.13 -4.24
H -0.62 1.36 -5.61
H -1.62 2.02 -3.00
H -2.80 0.15 -4.13
H -0.52 2.87 -4.72
H 1.67 2.82 -4.50
H 3.00 0.49 -4.22
H 1.62 1.56 -5.69
H 0.87 -2.14 -4.54
H 1.93 -1.18 -2.80
P -2.45 -0.69 -2.00
C -3.56 0.62 -1.43
C -3.24 -2.30 -1.93
P 2.86 1.72 -2.22
C 1.37 2.08 -1.29
C 3.58 0.41 -1.20
C 4.00 3.09 -2.41
H -3.10 1.10 -0.56
H -4.51 0.14 -1.11
H -3.76 1.35 -2.23
H -2.58 -3.08 -2.36
H -4.22 -2.30 -2.45
H -3.39 -2.52 -0.85
H 3.99 3.51 -3.43
H 5.02 2.76 -2.18
H 3.71 3.87 -1.68
H 1.46 1.99 -0.18
H 0.87 3.02 -1.55
H 3.66 0.82 -0.18
H 4.56 0.13 -1.59
H 2.93 -0.48 -1.15
S -0.09 0.82 1.98
C -0.93 2.07 2.74
C -0.89 2.31 4.15
C -1.81 3.16 4.75
C -2.74 3.87 3.96
C -2.66 3.79 2.56
C -1.76 2.92 1.95
H -0.12 1.81 4.74
H -1.81 3.29 5.83
H -3.50 4.48 4.43
H -3.30 4.41 1.94
H -1.67 2.83 0.87
```



Entry 2:
Formula: C29H47ClN3O
Source: OMol25
Level of theory: the ωB97M-V functional and the def2-TZVPD basis

## Properties
Net charge: +2
Expectation value of S²: 0.754
Spin multiplicity: 2
Highest occupied orbital energy (spin up / spin down), eV: -11.1961 / -12.7486

XYZ file:
```
81
C29H47ClN3O (the ωB97M-V functional and the def2-TZVPD basis)
C 5.53 1.53 -0.29
C 4.27 2.39 -0.42
C 3.63 2.38 -1.82
C 3.45 0.99 -2.47
C 4.25 0.91 -3.77
C 1.95 0.52 -2.62
C 2.02 -0.94 -3.15
C 0.72 -1.76 -3.09
C 0.78 -2.81 -2.01
Cl -0.86 -3.51 -1.71
C 1.14 1.33 -3.68
C 0.30 2.59 -3.29
C 1.00 3.86 -3.75
C -1.08 2.59 -3.99
N 0.10 2.64 -1.80
O 0.51 3.67 -1.17
C 0.01 1.38 -1.02
C -1.23 0.57 -1.41
C -0.12 1.75 0.45
C 1.30 0.55 -1.21
H 5.30 0.49 -0.03
H 6.09 1.51 -1.22
H 6.19 1.92 0.49
H 3.53 2.10 0.33
H 4.52 3.43 -0.19
H 4.27 2.98 -2.47
H 2.69 2.90 -1.76
H 3.89 0.25 -1.80
H 3.87 1.60 -4.53
H 4.28 -0.09 -4.20
H 5.28 1.20 -3.57
H 2.81 -1.47 -2.59
H 2.36 -0.91 -4.18
H 0.52 -2.24 -4.05
H -0.13 -1.10 -2.89
H 1.43 -3.65 -2.27
H 1.10 -2.41 -1.05
H 1.85 1.67 -4.44
H 0.48 0.63 -4.20
H 0.95 3.88 -4.84
H 2.04 3.90 -3.46
H 0.49 4.74 -3.36
H -1.87 2.15 -3.39
H -1.03 2.08 -4.95
H -1.39 3.62 -4.19
H -1.23 -0.36 -0.84
H -2.14 1.13 -1.18
H -1.26 0.31 -2.46
H 0.77 2.24 0.83
H -0.97 2.43 0.60
H -0.30 0.83 1.02
H 2.04 0.91 -0.50
H 1.06 -0.46 -0.89
C -1.40 -5.75 1.22
N -1.91 -4.64 2.06
C -1.95 -4.81 3.40
C -2.40 -3.81 4.22
C -2.81 -2.60 3.66
C -2.77 -2.45 2.28
C -2.32 -3.50 1.50
C -3.29 -1.48 4.53
C -2.74 -0.21 4.40
C -3.20 0.81 5.20
N -4.17 0.59 6.10
C -4.71 -0.63 6.25
C -4.29 -1.68 5.47
C -4.67 1.70 6.95
H -2.00 -6.64 1.40
H -0.36 -5.94 1.48
H -1.47 -5.46 0.17
H -1.61 -5.76 3.77
H -2.40 -3.97 5.29
H -3.10 -1.54 1.80
H -2.26 -3.42 0.42
H -1.95 0.00 3.68
H -2.80 1.82 5.14
H -5.49 -0.73 6.99
H -4.75 -2.65 5.61
H -4.55 1.42 8.00
H -5.71 1.88 6.73
H -4.09 2.59 6.74
```



Entry 3:
Formula: C29H47F7NO7
Source: OMol25
Level of theory: the ωB97M-V functional and the def2-TZVPD basis

## Properties
Net charge: +1
Highest occupied orbital energy, eV: -11.0008

XYZ file:
```
91
C29H47F7NO7 (the ωB97M-V functional and the def2-TZVPD basis)
F 5.51 -4.20 0.13
C 4.89 -3.33 -0.94
F 4.67 -2.00 -0.26
F 5.75 -3.23 -2.14
C 3.40 -3.97 -1.22
F 2.63 -3.82 0.07
F 3.49 -5.41 -1.62
C 2.52 -3.18 -2.37
F 2.95 -1.79 -2.63
F 2.53 -3.89 -3.70
C 0.94 -3.23 -1.83
C 0.26 -4.76 -1.86
C -1.29 -4.93 -1.31
C -2.02 -3.55 -0.75
C -1.20 -2.10 -0.80
N 0.23 -1.99 -1.33
H 0.87 -5.67 -2.26
H -1.82 -5.98 -1.30
H -3.10 -3.54 -0.30
H -1.69 -1.10 -0.39
H 0.79 -1.09 -1.36
C 0.84 -1.94 2.57
C 0.02 -0.69 2.73
O -1.16 -0.64 2.35
C 0.68 0.51 3.36
H 0.23 -2.72 2.10
H 1.70 -1.74 1.93
H 1.16 -2.29 3.55
H 1.54 0.81 2.75
H 1.00 0.26 4.37
H -0.03 1.34 3.41
C -3.37 2.25 -0.47
C -4.32 1.08 -0.39
O -3.97 -0.06 -0.68
C -5.73 1.37 0.07
H -2.40 1.89 -0.82
H -3.75 2.98 -1.19
H -3.25 2.70 0.51
H -6.21 2.06 -0.62
H -5.71 1.79 1.08
H -6.30 0.43 0.09
C 2.80 0.44 8.29
C 2.03 1.20 7.25
O 1.69 0.67 6.19
C 1.69 2.64 7.55
H 2.98 -0.58 7.94
H 3.77 0.92 8.47
H 2.23 0.40 9.22
H 2.60 3.22 7.69
H 1.06 2.69 8.45
H 1.13 3.06 6.71
C 8.68 -3.63 -3.38
C 9.93 -2.92 -3.82
O 11.00 -3.52 -3.94
C 9.82 -1.44 -4.12
H 8.90 -4.68 -3.20
H 8.31 -3.19 -2.45
H 7.91 -3.56 -4.16
H 9.51 -0.91 -3.22
H 9.11 -1.28 -4.93
H 10.80 -1.06 -4.43
C -9.07 -1.57 1.56
C -8.62 -0.30 2.24
O -7.46 0.09 2.16
C -9.65 0.48 3.01
H -8.22 -2.02 1.05
H -9.44 -2.27 2.31
H -9.85 -1.34 0.83
H -10.05 -0.13 3.82
H -10.46 0.80 2.34
H -9.19 1.38 3.43
C -2.36 6.22 -0.96
C -3.37 6.05 -2.06
O -3.81 4.94 -2.37
C -3.83 7.30 -2.77
H -2.13 5.24 -0.53
H -1.45 6.66 -1.36
H -2.78 6.85 -0.17
H -2.98 7.78 -3.25
H -4.31 7.98 -2.06
H -4.56 7.02 -3.54
C 2.46 2.30 -3.82
C 1.25 1.40 -3.77
O 0.46 1.45 -2.82
C 1.04 0.44 -4.90
H 2.48 2.94 -2.94
H 3.37 1.69 -3.84
H 2.41 2.93 -4.71
H 1.89 -0.25 -4.97
H 0.93 0.99 -5.84
H 0.13 -0.14 -4.73
```



Total energy for the records above, in order: -66044.652, -49859.631, -65662.797 eV